No. 1
Computed, not measured: a gas-phase ion, C6H10N5S (charge +1) at a distorted geometry, with ωB97M-V/def2-TZVPD.

```
! wB97M-V def2-TZVPD RIJCOSX def2/J DEFGRID3
* xyz 1 1
C 2.38 -1.68 -2.85
C 2.16 -1.49 -1.52
C 1.44 -0.66 0.78
C -2.31 -0.36 -0.79
C -0.03 1.93 1.20
C -1.76 0.90 -0.13
N 2.36 -1.76 -4.02
N 0.56 -0.19 -1.29
N 0.52 -0.05 -0.05
N 1.17 -0.78 2.17
N -0.48 0.68 0.55
S 2.64 -1.63 0.05
H -3.35 -0.41 -1.13
H -1.69 -0.72 -1.68
H -2.08 -1.26 -0.12
H -0.56 2.30 1.98
H 0.85 1.71 1.63
H 0.10 2.77 0.32
H -1.64 1.66 -0.83
H -2.26 1.25 0.71
H 0.21 -0.74 2.48
H 1.75 -1.49 2.53
*
```

Computed properties:
E_HOMO, eV: -12.62
Max |F|, eV/A: 6.0
Kohn-Sham gap, eV: 6.55



No. 2
Computed, not measured: 10 unconnected molecules or ions with the total composition C22H68N4O10 at a distorted geometry, with ωB97M-V/def2-TZVPD.

```
! wB97M-V def2-TZVPD RIJCOSX def2/J DEFGRID3
* xyz -1 2
C 11.35 17.47 10.01
C 11.93 16.07 10.31
O 13.08 16.18 11.20
H 10.74 17.82 10.84
H 10.62 17.37 9.21
H 12.06 18.24 9.71
H 12.31 15.61 9.40
H 11.16 15.46 10.78
H 13.69 16.83 10.83
C 17.79 16.46 13.36
C 18.26 15.08 13.64
O 19.46 14.85 12.89
H 18.60 17.17 13.52
H 16.91 16.83 13.90
H 17.57 16.54 12.30
H 17.53 14.29 13.44
H 18.55 15.05 14.69
H 20.07 15.55 13.12
C 17.78 19.93 11.25
C 17.39 20.85 12.32
O 17.27 20.14 13.50
H 17.88 20.46 10.30
H 16.94 19.28 11.02
H 18.75 19.47 11.40
H 16.49 21.35 11.97
H 18.09 21.66 12.51
H 18.10 20.19 13.98
O 15.04 17.73 10.08
H 15.17 18.53 9.55
H 15.89 17.29 10.04
O 14.87 18.76 13.19
H 15.10 18.20 12.45
H 15.60 19.38 13.26
O 12.49 19.54 14.10
H 13.18 19.06 13.65
H 11.76 18.93 14.16
C 14.25 22.47 13.72
C 13.00 23.05 14.39
C 12.98 24.64 14.21
O 14.18 25.35 14.63
C 14.12 26.78 14.39
N 11.80 22.41 13.86
H 14.23 22.68 12.65
H 14.26 21.39 13.85
H 15.19 22.81 14.17
H 13.08 22.79 15.45
H 12.12 25.04 14.75
H 12.72 24.89 13.18
H 14.78 26.91 13.53
H 14.53 27.40 15.19
H 13.12 27.21 14.35
H 11.00 22.85 14.29
H 11.77 21.44 14.13
C 13.70 16.16 15.06
C 14.31 15.03 14.23
C 14.94 13.85 15.04
O 15.27 12.74 14.18
C 16.17 11.79 14.74
N 13.19 14.54 13.47
H 13.24 16.98 14.50
H 14.45 16.65 15.70
H 12.97 15.84 15.80
H 15.08 15.34 13.52
H 14.18 13.52 15.75
H 15.78 14.26 15.60
H 15.65 10.85 14.90
H 16.36 12.08 15.78
H 17.10 11.76 14.17
H 13.00 15.07 12.63
H 13.40 13.64 13.07
C 15.52 21.18 6.43
C 14.22 20.38 6.55
C 13.45 20.61 7.82
O 14.31 20.42 8.95
C 13.65 20.66 10.18
N 13.44 20.75 5.38
H 16.10 20.91 7.31
H 15.25 22.22 6.23
H 16.06 20.86 5.53
H 14.49 19.33 6.43
H 12.65 19.88 7.95
H 13.11 21.65 7.86
H 13.29 21.68 10.34
H 14.37 20.49 10.98
H 12.78 20.01 10.23
H 12.50 20.39 5.46
H 13.22 21.73 5.46
C 15.08 19.89 18.56
C 13.91 20.10 17.57
C 12.95 21.16 18.05
O 12.22 20.71 19.21
C 11.83 21.80 20.02
N 14.49 20.45 16.29
H 15.64 19.04 18.18
H 14.70 19.65 19.55
H 15.68 20.77 18.78
H 13.27 19.22 17.51
H 12.25 21.44 17.25
H 13.50 22.09 18.21
H 12.68 22.30 20.48
H 11.26 21.36 20.84
H 11.20 22.49 19.46
H 13.85 20.67 15.55
H 15.01 19.66 15.93
*
```

Computed properties:
E_HOMO (spin up / spin down), eV: 0.43 / -6.21
⟨S²⟩: 0.7505
Max |F|, eV/A: 2.1
Kohn-Sham gap (spin up / spin down), eV: 1.93 / 8.54



No. 3
Computed, not measured: a molecular structure, C28H46Br2F3N4O4RuSSb at a distorted geometry, with ωB97M-V/def2-TZVPD.

```
! wB97M-V def2-TZVPD RIJCOSX def2/J DEFGRID3
* xyz 1 2
Ru 0.65 0.67 0.59
C 3.21 2.08 1.15
C 2.77 2.79 -0.15
N 1.35 2.46 -0.51
C 0.44 3.63 -0.30
C -0.87 3.21 0.33
N -0.64 2.22 1.39
C -0.09 2.83 2.64
C 1.42 2.93 2.58
N 2.01 1.74 1.92
H 3.75 1.17 0.94
H 3.87 2.73 1.72
H 2.86 3.87 -0.05
H 3.44 2.52 -0.97
H 1.31 2.20 -1.49
H 0.95 4.36 0.33
H 0.26 4.14 -1.25
H -1.39 4.09 0.71
H -1.50 2.75 -0.42
H -1.52 1.77 1.65
H -0.53 3.82 2.80
H -0.38 2.18 3.45
H 1.76 3.81 2.04
H 1.82 3.01 3.59
H 2.18 1.00 2.63
Br -0.71 -3.89 2.59
C 0.92 -3.26 1.93
C 2.03 -4.14 1.98
C 3.21 -3.84 1.37
Br 4.64 -5.07 1.42
C 3.34 -2.63 0.63
C 4.42 -2.30 -0.21
C 4.35 -1.17 -0.99
C 3.23 -0.34 -0.88
N 2.23 -0.58 -0.05
C 2.26 -1.74 0.67
C 1.04 -2.03 1.33
O 0.07 -1.14 1.20
H 1.92 -5.08 2.49
H 5.28 -2.96 -0.27
H 5.13 -0.91 -1.68
H 3.16 0.55 -1.50
C -1.52 2.19 -3.07
C -2.44 1.11 -2.50
C -3.13 0.46 -3.70
C -3.55 1.74 -1.64
Sb -1.25 -0.30 -1.25
C -2.75 -1.50 -0.19
C -3.08 -0.75 1.10
C -4.03 -1.74 -0.99
C -2.15 -2.87 0.12
C -0.30 -1.64 -2.72
C 0.56 -2.69 -2.02
C -1.33 -2.37 -3.57
C 0.60 -0.78 -3.61
H -2.12 2.96 -3.56
H -0.84 1.79 -3.82
H -0.91 2.69 -2.32
H -3.86 1.17 -4.10
H -3.68 -0.45 -3.46
H -2.43 0.24 -4.51
H -3.88 2.67 -2.11
H -3.29 1.97 -0.61
H -4.42 1.09 -1.59
H -3.53 0.22 0.89
H -2.20 -0.61 1.74
H -3.81 -1.32 1.67
H -4.60 -0.84 -1.20
H -4.67 -2.39 -0.38
H -3.85 -2.27 -1.93
H -1.18 -2.82 0.59
H -2.09 -3.50 -0.77
H -2.82 -3.38 0.82
H -0.03 -3.38 -1.42
H 1.32 -2.26 -1.38
H 1.07 -3.27 -2.79
H -2.06 -2.91 -2.97
H -0.81 -3.12 -4.18
H -1.86 -1.72 -4.26
H 1.33 -0.21 -3.03
H 0.03 -0.09 -4.23
H 1.16 -1.43 -4.29
F 1.08 2.09 5.53
C 0.61 0.89 5.93
F -0.61 1.08 6.42
F 1.40 0.44 6.89
S 0.57 -0.28 4.49
O 0.38 -1.56 5.09
O 1.87 -0.06 3.86
O -0.54 0.24 3.69
*
```

Computed properties:
E_HOMO (spin up / spin down), eV: -10.52 / -10.67
⟨S²⟩: 0.7596
Max |F|, eV/A: 1.3
Kohn-Sham gap (spin up / spin down), eV: 7.26 / 6.35



No. 4
Computed, not measured: C8H9BrO2 in the gas phase at a distorted geometry, with ωB97M-V/def2-TZVPD.

```
! wB97M-V def2-TZVPD RIJCOSX def2/J DEFGRID3
* xyz 0 1
C 0.83 1.53 0.86
C -0.29 1.66 0.22
C 0.40 -0.84 1.18
C -0.87 -0.61 0.74
C -2.00 -1.76 0.79
C 1.34 0.26 1.35
C -1.31 0.61 0.10
C -1.12 -0.06 -2.10
O -3.00 -1.87 0.11
O -1.89 0.55 -1.14
Br -2.75 1.35 1.27
H 1.40 2.38 1.06
H -0.81 2.64 -0.09
H 0.69 -1.78 1.43
H -1.63 -2.59 1.40
H 2.37 0.11 0.71
H 1.68 0.30 2.38
H -1.70 -0.08 -2.96
H -1.04 -1.12 -2.03
H -0.11 0.38 -2.17
*
```

Computed properties:
SMILES string: CO[C@]1(Br)C=CCC=C1C=O
E_HOMO, eV: -9.38
Max |F|, eV/A: 4.0
Kohn-Sham gap, eV: 9.47



Question: Number 1 is which compound?
Answer: C6H10N5S